(1)
Below is C12H14N2O9OsP2 as an isolated structure, with properties calculated with wB97M-V/def2-TZVPD.

Last column: natural (NBO) charge in e.
CARTESIAN COORDINATES (ANGSTROEM)
Os1 -0.338 0.007 0.055  1.981
C1 0.651 -0.003 4.201  -0.682
C2 0.915 0.000 2.725  0.515
O1 -0.164 0.000 1.996  -0.641
C3 2.198 0.003 2.229  -0.446
C4 2.580 0.006 0.862  0.350
C5 4.032 0.007 0.511  -0.664
N1 1.693 0.009 -0.110  -0.414
N2 2.172 0.010 -1.417  -0.370
C6 1.194 0.010 -2.262  0.538
O2 -0.073 0.014 -1.867  -0.653
C7 1.423 0.004 -3.716  -0.060
C8 2.722 -0.001 -4.228  -0.187
C9 2.920 -0.011 -5.596  -0.215
C10 1.829 -0.016 -6.458  -0.185
C11 0.541 -0.011 -5.949  -0.210
C12 0.332 -0.001 -4.579  -0.185
H1 -0.421 -0.005 4.376  0.248
H2 1.093 0.878 4.667  0.241
H3 1.097 -0.882 4.665  0.241
H4 3.001 0.002 2.950  0.230
H5 4.639 0.005 1.412  0.224
H6 4.267 0.882 -0.094  0.254
H7 4.268 -0.865 -0.098  0.254
H8 3.559 0.003 -3.544  0.230
H9 3.926 -0.015 -5.994  0.217
H10 1.987 -0.024 -7.528  0.217
H11 -0.308 -0.016 -6.619  0.221
H12 -0.671 0.002 -4.177  0.240
O3 -3.352 -1.528 1.702  -0.994
P1 -3.013 -1.528 0.142  2.558
O4 -3.857 -2.416 -0.644  -1.077
O5 -1.462 -1.698 0.088  -1.081
O6 -3.154 0.012 -0.291  -1.138
P2 -3.008 1.540 0.189  2.558
O7 -3.300 1.489 1.758  -0.994
O8 -3.879 2.446 -0.545  -1.076
O9 -1.460 1.716 0.101  -1.081
H13 -4.184 -1.993 1.865  0.517
H14 -4.147 1.908 1.959  0.517

**⟨S²⟩**: 6.02
**Multiplicity**: 5
**Orbital gap (alpha / beta)**: 0.291 / 0.254 Eh
**E_LUMO (alpha / beta)**: -0.024 / -0.080 hartree

(2)
Below is a single CH4N2O2 molecule at a distorted geometry, with properties calculated with wB97M-V/def2-TZVPD.

Last column: natural (NBO) charge in e.
CARTESIAN COORDINATES (ANGSTROEM)
C1 -2.374 -0.259 -0.014  0.666
N1 1.016 0.239 0.355  -0.685
N2 -0.053 -0.148 -0.515  -0.235
O1 -3.416 0.134 0.306  -0.471
O2 -1.164 0.711 -0.497  -0.483
H1 -1.944 -1.175 -0.272  0.141
H2 1.297 1.168 0.027  0.344
H3 0.928 0.165 1.378  0.375
H4 0.258 -0.123 -1.508  0.349

**SMILES string**: NNOC=O
**ΔE to the lowest compared entry with this formula, charge and spin**: 290.6 kJ/mol
**Orbital gap**: 0.388 Eh
**E_LUMO**: 0.036 hartree

(3)
Below is C5H8NO2S as an isolated structure at a distorted geometry, with properties calculated with wB97M-V/def2-TZVPD.

Last column: natural (NBO) charge in e.
CARTESIAN COORDINATES (ANGSTROEM)
C1 0.800 -1.932 -0.138  0.405
C2 2.075 0.404 -0.747  0.403
C3 -1.008 1.166 0.518  -0.223
C4 -1.990 0.413 -0.331  -0.551
C5 0.844 -0.389 -0.268  -0.051
N1 0.217 0.228 0.934  -0.593
O1 0.343 -2.365 0.870  -0.491
O2 2.299 1.496 -0.298  -0.446
S1 -0.972 -0.415 -1.635  0.223
H1 1.305 -2.488 -0.881  0.186
H2 2.632 -0.248 -1.371  0.154
H3 -0.548 1.837 -0.214  0.250
H4 -1.607 1.561 1.428  0.270
H5 -2.481 -0.387 0.174  0.241
H6 -2.686 1.111 -0.929  0.299
H7 0.799 0.758 1.562  0.462
H8 -0.021 -0.748 1.326  0.462

**Charge**: +1
**ΔE to the lowest compared entry with this formula, charge and spin**: 228.5 kJ/mol
**Orbital gap**: 0.304 Eh
**E_LUMO**: -0.212 hartree

(4)
Below is a single C5H5N molecule at a distorted geometry, with properties calculated with wB97M-V/def2-TZVPD.

Last column: natural (NBO) charge in e.
CARTESIAN COORDINATES (ANGSTROEM)
C1 -1.684 0.044 -0.107  0.239
C2 0.928 -0.190 -0.359  -0.236
C3 0.357 1.082 0.113  -0.134
C4 0.895 -1.363 0.312  -0.345
C5 -0.963 1.171 0.208  -0.324
N1 -2.448 -0.669 -0.543  -0.291
H1 1.582 -0.096 -1.269  0.215
H2 1.176 1.760 -0.027  0.229
H3 1.261 -2.241 -0.096  0.196
H4 0.285 -1.607 1.177  0.201
H5 -1.391 2.108 0.592  0.251

**SMILES string**: C=C/C=C\C#N
**ΔE to the lowest compared entry with this formula, charge and spin**: 229.2 kJ/mol
**Orbital gap**: 0.364 Eh
**E_LUMO**: 0.009 hartree

(5)
Below is a 2-piece molecular cluster, C40H50FSi4 overall at a distorted geometry, with properties calculated with wB97M-V/def2-TZVPD.

Last column: Mulliken charge in e.
CARTESIAN COORDINATES (ANGSTROEM)
F1 0.248 -6.231 8.061  -0.278
C1 -0.211 -5.476 7.031  -0.236
C2 -1.051 -6.029 6.077  -0.254
C3 -1.528 -5.256 5.038  -0.782
C4 -1.182 -3.932 4.946  -0.699
C5 -0.341 -3.322 5.904  1.175
C6 -0.067 -1.937 5.741  -0.484
C7 0.721 -0.997 6.459  1.178
C8 0.768 0.325 5.961  -0.198
C9 1.476 1.308 6.605  -0.741
C10 2.167 1.021 7.766  -0.467
C11 2.154 -0.263 8.276  -1.104
C12 1.453 -1.258 7.638  -0.121
C13 0.142 -4.150 6.940  -0.370
H1 -1.337 -7.060 6.175  0.470
H2 -2.188 -5.691 4.305  0.436
H3 -1.547 -3.340 4.122  0.561
H4 -0.583 -1.500 4.901  0.212
H5 0.237 0.560 5.053  0.371
H6 1.481 2.312 6.215  0.466
H7 2.708 1.800 8.280  0.420
H8 2.697 -0.482 9.183  0.435
H9 1.477 -2.238 8.063  0.351
H10 0.801 -3.793 7.700  0.660
C14 -0.322 -0.869 0.754  -0.601
Si1 -1.892 -0.096 0.075  0.047
C15 -3.291 -1.329 0.216  -1.284
C16 -2.353 1.419 1.058  0.721
C17 -3.008 2.482 0.467  -0.251
C18 -3.257 3.636 1.186  -0.716
C19 -2.859 3.723 2.506  -0.574
C20 -2.230 2.652 3.111  -0.493
C21 -1.984 1.500 2.386  -0.169
C22 -1.642 0.351 -1.738  -0.839
Si2 0.013 -0.036 -2.556  -0.417
H11 0.859 -0.742 -1.596  -0.380
C23 -0.206 -1.211 -3.999  -0.450
Si3 -1.194 -0.521 -5.447  0.130
C24 -2.693 -1.602 -5.730  -1.202
C25 -1.801 1.222 -5.104  -1.147
C26 -0.130 -0.502 -6.974  0.691
C27 -0.314 0.497 -7.907  -0.366
C28 0.469 0.544 -9.045  -0.659
C29 1.443 -0.413 -9.247  -0.432
C30 1.632 -1.416 -8.316  -0.707
C31 0.842 -1.460 -7.182  -0.329
C32 0.968 1.501 -3.090  -0.593
Si4 2.547 1.778 -2.114  -0.304
C33 3.668 0.294 -2.362  -1.217
C34 3.371 3.334 -2.748  -1.248
C35 2.137 2.003 -0.314  0.822
C36 2.999 1.562 0.668  -0.421
C37 2.684 1.742 2.002  -0.920
C38 1.510 2.377 2.353  -0.320
C39 0.656 2.835 1.371  -0.723
C40 0.966 2.639 0.039  -0.484
H12 -0.090 -1.766 0.186  0.455
H13 0.508 -0.173 0.663  0.082
H14 -0.434 -1.143 1.799  -0.005
H15 -3.071 -2.209 -0.382  0.349
H16 -3.423 -1.631 1.252  0.273
H17 -4.216 -0.886 -0.139  0.357
H18 -3.331 2.400 -0.557  0.453
H19 -3.759 4.469 0.718  0.424
H20 -3.040 4.626 3.066  0.404
H21 -1.915 2.719 4.141  0.398
H22 -1.482 0.664 2.841  0.042
H23 -2.408 -0.178 -2.300  0.646
H24 -1.816 1.416 -1.864  0.450
H25 0.785 -1.494 -4.346  0.306
H26 -0.704 -2.108 -3.640  0.413
H27 -3.291 -1.635 -4.823  0.336
H28 -3.298 -1.196 -6.535  0.344
H29 -2.392 -2.613 -5.990  0.336
H30 -2.417 1.238 -4.210  0.277
H31 -0.963 1.901 -4.966  0.360
H32 -2.400 1.580 -5.937  0.553
H33 -1.077 1.237 -7.740  0.287
H34 0.319 1.328 -9.770  0.397
H35 2.056 -0.377 -10.133  0.390
H36 2.394 -2.162 -8.474  0.390
H37 0.973 -2.246 -6.458  0.387
H38 1.244 1.395 -4.137  0.584
H39 0.331 2.378 -2.999  0.554
H40 3.873 0.165 -3.422  0.397
H41 4.610 0.431 -1.837  0.411
H42 3.189 -0.608 -1.989  0.365
H43 3.607 3.224 -3.803  0.363
H44 2.702 4.182 -2.625  0.349
H45 4.288 3.528 -2.199  0.354
H46 3.921 1.085 0.383  0.328
H47 3.356 1.388 2.767  0.410
H48 1.260 2.513 3.393  0.657
H49 -0.266 3.322 1.641  0.628
H50 0.295 2.972 -0.734  0.331

**Charge**: +1
**ΔE to the lowest compared entry with this formula, charge and spin**: 0.0 kJ/mol
**Orbital gap**: 0.158 Eh
**E_LUMO**: -0.226 hartree

(6)
Below is C3FO3Pt as an isolated structure at a distorted geometry, with properties calculated with wB97M-V/def2-TZVPD.

Last column: natural (NBO) charge in e.
CARTESIAN COORDINATES (ANGSTROEM)
C1 -0.604 -1.534 1.165  -0.243
C2 -0.707 -0.852 0.068  0.487
O1 -0.504 -0.269 -0.959  -0.595
F1 -1.635 -1.841 2.018  -0.365
Pt1 1.337 -2.217 1.570  -0.277
O2 0.417 2.411 -0.177  -0.516
C3 0.674 2.193 -1.289  1.047
O3 1.021 2.109 -2.395  -0.537

**⟨S²⟩**: 2.02
**Charge**: -1
**Multiplicity**: 3
**Orbital gap (alpha / beta)**: 0.188 / 0.256 Eh
**E_LUMO (alpha / beta)**: 0.115 / 0.114 hartree